This record from the Open Molecules 2025 dataset describes 5 unconnected molecules or ions with the total composition C2H12O6. The level of theory is the ωB97M-V functional and the def2-TZVPD basis.

Geometry as XYZ:
```
20
Properties=species:S:1:pos:R:3:forces:R:3
O 1.051892 0.805931 4.823666 0.38 -0.63 0.70
O -0.599630 -1.394209 -3.482393 0.56 0.38 -0.15
O -1.312996 -3.023991 -1.200106 1.35 0.18 0.13
O 2.142068 0.716987 2.422222 -0.11 0.03 -0.69
O -0.305885 0.898838 -2.120950 0.11 1.37 0.53
O -0.476643 -0.335481 -0.288604 0.02 0.36 0.89
C -0.399489 0.771469 -0.778686 0.02 -1.65 -2.73
C -0.436957 2.086436 -0.143818 -0.95 0.94 1.55
H -0.494856 -3.555828 -1.105734 -0.80 0.13 -0.02
H -1.359338 2.610469 -0.411227 0.09 -0.14 -0.52
H 0.382254 2.740035 -0.433546 0.12 -0.21 0.10
H -1.032826 -2.176196 -0.794885 -0.37 -0.18 0.09
H -1.483331 -1.025538 -3.468829 -0.50 -0.32 -0.10
H 0.999075 0.181963 5.558134 -0.47 0.25 0.19
H -0.269478 0.071466 -2.647484 0.16 -0.54 0.43
H 2.179222 1.652653 2.228323 0.47 0.50 0.16
H -0.562425 -2.012560 -2.736891 -0.45 -0.24 -0.03
H 1.898042 0.526944 4.447022 -0.21 0.39 -0.59
H 1.280638 0.520828 2.035598 -0.09 -0.59 0.19
H -0.582560 1.986054 0.938554 0.66 -0.04 -0.13
```
Positions in Å, forces in eV/Å.

Structure (SMILES): CC(=O)O.O.O.O.O
HOMO energy in eV: -11.05
Orbital gap in hartree: 0.42300

Charges in e, computed with Löwdin, in the same order as the atoms:
1 O -0.084
2 O -0.033
3 O -0.073
4 O -0.050
5 O 0.080
6 O 0.074
7 C -0.554
8 C 0.006
9 H 0.068
10 H 0.101
11 H 0.100
12 H 0.010
13 H 0.062
14 H 0.033
15 H 0.058
16 H 0.043
17 H 0.020
18 H 0.011
19 H 0.034
20 H 0.094

=====

This record from the Open Molecules 2025 dataset describes a molecular structure, C47H37BrCl4HgN6O3PS. The level of theory is the ωB97M-V functional and the def2-TZVPD basis.

Geometry as XYZ:
```
101
Properties=species:S:1:pos:R:3:forces:R:3
Hg -0.050145 0.302435 -0.318347 0.21 0.18 -0.12
Br 5.854954 1.544854 4.366451 -0.03 -0.01 -0.02
Cl 3.107550 2.180684 -6.315003 -0.03 -0.02 0.03
Cl 3.711216 2.308325 -3.216071 -0.02 0.00 -0.03
Cl -1.920505 0.432033 -5.165905 0.06 0.02 -0.01
Cl 0.280311 1.214497 -7.300571 0.00 0.00 0.05
S -0.422190 4.257047 0.681136 0.24 0.31 0.45
P -1.684564 -1.944292 1.469509 -0.22 -0.08 0.13
O -1.036672 0.740534 -2.407972 0.07 -0.03 0.31
O 0.356186 0.891221 1.922965 0.24 -0.01 0.06
O 1.443037 1.538439 -1.544704 -0.08 -0.02 -0.23
N -5.966294 3.310800 -0.800657 0.09 0.05 0.10
N -2.943235 4.199246 1.489259 0.74 0.68 0.47
N -2.161690 1.818646 0.107011 -0.56 -0.82 -0.48
N -0.401086 -1.995676 -1.475479 0.13 0.15 -0.11
N -1.492743 2.770898 2.605837 -0.03 0.28 0.32
N 1.683003 -1.250987 0.177161 -0.19 0.02 -0.05
C -5.482407 -2.445823 -0.029074 0.06 0.02 0.01
C -0.715773 -3.492244 1.180749 0.03 0.10 0.01
C -4.204432 -1.973410 0.257822 0.01 0.09 -0.04
C -1.661332 3.723581 1.645025 -0.29 0.61 0.49
C -5.148338 -4.249596 1.518469 0.00 0.02 -0.01
C -1.604727 -1.955562 3.314558 0.06 -0.02 -0.02
C -0.322796 -1.975398 3.875880 0.01 0.04 -0.04
C -5.958629 -3.581376 0.605281 0.04 -0.02 0.01
C -0.100003 -3.851569 -3.494793 -0.08 0.00 -0.04
C 1.871367 2.058350 3.306875 -0.06 -0.03 -0.08
C -1.255090 -2.142139 6.088509 -0.01 0.10 0.00
C -2.529403 -2.053177 5.548956 0.02 0.06 -0.02
C 2.663402 -0.879539 1.004563 -0.14 0.18 0.27
C -1.436150 1.834671 4.779009 -0.02 -0.14 0.07
C -4.512759 1.917500 0.554199 -0.27 -0.37 -0.11
C -1.884445 1.726060 6.080816 -0.02 -0.07 -0.03
C 3.266706 -3.871908 -1.941395 -0.07 0.00 -0.02
C 3.110498 2.229231 3.904015 0.05 -0.03 0.00
C -0.115324 1.033517 -3.270782 -0.08 -0.04 -0.09
C 1.882595 1.722359 -5.164081 -0.01 0.02 0.08
C 2.247974 -4.215305 -2.798595 0.01 0.02 0.02
C -4.701430 2.805282 -0.503482 -0.13 -0.09 -0.33
C -3.385576 -2.622950 1.176657 0.05 0.02 0.09
C 1.200122 1.463304 -2.810736 -0.02 0.03 0.20
C 4.129792 1.360709 3.549300 -0.04 0.01 0.02
C 3.922501 0.373577 2.616427 0.01 0.00 0.02
C 0.797730 -2.585356 -1.645265 0.09 -0.15 0.09
C -3.580009 3.207363 -1.222417 -0.17 -0.10 -0.15
C -3.702946 3.192991 5.589999 0.07 -0.05 -0.01
C -0.334985 0.958572 -4.645955 0.02 0.02 -0.04
C -0.149557 -2.075260 5.247734 -0.02 0.02 -0.03
C 1.892728 -2.218590 -0.755049 0.17 0.03 -0.03
C -2.342570 2.690097 -0.886889 0.02 -0.34 -0.48
C -2.102870 2.656594 3.859111 0.11 0.10 -0.20
C 2.671645 0.177584 1.990268 0.01 -0.18 -0.28
C -3.875694 -3.774748 1.795350 -0.01 -0.06 0.01
C 0.643006 1.305174 -5.597758 -0.03 -0.02 0.01
C -3.024766 2.402443 6.503702 -0.02 0.03 -0.04
C -1.400899 -2.275552 -2.284950 -0.02 0.11 0.07
C 1.586796 1.045027 2.368631 -0.09 -0.23 0.02
C -1.297872 -3.204391 -3.320000 0.02 -0.10 -0.07
C -2.702071 -1.948626 4.172961 0.01 -0.03 -0.03
C 3.112917 -2.907492 -0.945557 -0.17 -0.01 -0.04
C 2.149464 1.791418 -3.783097 0.00 -0.01 -0.13
C 0.993464 -3.567259 -2.659962 0.10 0.05 0.14
C -3.231420 1.455986 0.805620 0.09 -0.53 -0.32
C -3.255084 3.328621 4.280041 -0.06 0.05 0.04
H -5.347805 1.570675 1.152240 0.00 -0.01 0.01
H -3.372292 2.314667 7.525887 0.00 0.00 -0.01
H -1.328554 1.111120 6.776355 0.00 -0.07 0.00
H -0.705922 2.112062 2.428602 0.24 0.01 -0.14
H 3.277799 3.021980 4.620984 -0.02 0.00 -0.01
H -2.142104 -3.384213 -3.973237 0.01 0.00 0.02
H -3.705709 -1.881185 3.770181 0.00 -0.04 -0.01
H -0.874351 -4.212433 1.983421 -0.02 -0.04 0.00
H 1.079623 2.749470 3.561861 -0.07 0.04 -0.03
H -3.014744 4.764362 0.656647 -0.04 0.05 0.16
H -1.452759 2.982386 -1.427611 -0.14 -0.16 -0.06
H -0.547912 1.302436 4.453030 -0.05 0.02 0.04
H -3.671776 3.895492 -2.054358 0.02 0.00 0.01
H 3.968860 -2.676768 -0.332237 0.02 0.00 0.00
H -6.072274 3.652066 -1.742017 0.00 -0.02 -0.02
H -2.319974 -1.722809 -2.127436 0.02 0.03 -0.01
H -3.054581 0.756849 1.619577 -0.01 0.01 -0.05
H -6.952170 -3.953366 0.385125 0.00 0.00 0.01
H -1.019858 -3.919768 0.226331 0.01 0.01 -0.01
H 4.232421 -4.356292 -2.044951 0.01 0.01 0.01
H -3.672121 3.501119 1.574515 0.12 0.32 0.16
H 0.342827 -3.237072 1.112695 -0.05 0.00 0.04
H -3.253803 -4.304643 2.508222 0.00 0.02 0.01
H -4.595298 3.728759 5.892699 0.00 0.01 0.00
H 2.385127 -4.955157 -3.578493 -0.01 0.01 0.00
H -3.785283 3.988852 3.611832 0.04 -0.02 0.03
H -5.511323 -5.142393 2.014949 0.01 0.01 -0.01
H -6.734843 2.730035 -0.508582 -0.01 -0.02 -0.01
H 3.619061 -1.387763 0.936514 0.05 -0.02 0.00
H 4.743364 -0.273586 2.331884 0.00 -0.01 0.02
H -3.397364 -2.060490 6.198490 0.01 0.00 -0.01
H -3.833346 -1.087381 -0.247871 -0.01 -0.02 0.02
H 0.852148 -2.096883 5.660183 -0.01 0.00 -0.02
H -6.097831 -1.925531 -0.753464 0.01 0.00 0.01
H 0.545589 -1.903310 3.227189 -0.01 0.00 0.03
H 0.025796 -4.581641 -4.287829 0.00 0.01 0.00
H -1.120665 -2.233388 7.160330 0.00 0.01 -0.02
```
Positions in Å, forces in eV/Å.

HOMO energy (alpha / beta) in eV: -0.12 / -1.48
<S²>: 0.80
2S+1: 2
Net charge: -2
Orbital gap (alpha / beta) in hartree: 0.13904 / 0.18880

These are the Löwdin partial charges, in e, on atoms 1 to 99:
1 Hg 1.169
2 Br 0.615
3 Cl 0.576
4 Cl 0.632
5 Cl 0.606
6 Cl 0.569
7 S 0.694
8 P 1.028
9 O -0.226
10 O -0.251
11 O -0.195
12 N 0.099
13 N 0.076
14 N 0.000
15 N 0.036
16 N 0.049
17 N -0.021
18 C -0.091
19 C -0.254
20 C -0.108
21 C -0.897
22 C -0.097
23 C -0.368
24 C -0.098
25 C -0.108
26 C -0.035
27 C -0.042
28 C -0.117
29 C -0.105
30 C -0.117
31 C -0.013
32 C -0.059
33 C -0.094
34 C -0.126
35 C -0.162
36 C -0.430
37 C -0.733
38 C -0.094
39 C -0.339
40 C -0.373
41 C -0.434
42 C -0.714
43 C -0.119
44 C -0.168
45 C -0.018
46 C -0.112
47 C -0.614
48 C -0.084
49 C -0.253
50 C -0.205
51 C -0.212
52 C -0.140
53 C -0.107
54 C -0.738
55 C -0.124
56 C -0.163
57 C -0.357
58 C -0.069
59 C -0.104
60 C -0.048
61 C -0.621
62 C -0.170
63 C -0.179
64 C -0.036
65 H 0.113
66 H 0.086
67 H 0.097
68 H 0.064
69 H 0.086
70 H 0.094
71 H 0.097
72 H 0.040
73 H 0.093
74 H 0.074
75 H 0.083
76 H 0.103
77 H 0.118
78 H 0.074
79 H 0.085
80 H 0.096
81 H 0.104
82 H 0.092
83 H 0.039
84 H 0.089
85 H 0.052
86 H 0.025
87 H 0.104
88 H 0.091
89 H 0.087
90 H 0.083
91 H 0.094
92 H 0.082
93 H 0.077
94 H 0.094
95 H 0.094
96 H 0.085
97 H 0.102
98 H 0.098
99 H 0.102

=====

Relative energy (zero: lowest compared OMol25 entry of this formula, charge and spin) for every record listed, in sequence, given in kJ/mol: 59.6; 116.8.
E_tot for every record listed, in sequence, given in eV: -14554.3054; -208856.3209.